1.
DFT (wB97M-V/def2-TZVPD) results for an isolated ion of composition C12H14NO2 and charge -1 at a distorted geometry.

Positions of all 29 atoms, in Å:
O1 3.17454 -1.08665 0.43000
O2 3.03213 -0.65592 2.52368
N1 2.52655 -0.71040 1.37106
C1 -2.49907 1.83668 -0.47155
C2 -1.83545 3.06465 -0.39403
C3 -0.45867 3.07962 -0.36003
C4 -0.02725 -1.93090 -0.16826
C5 0.40578 -0.06816 2.54140
C6 -0.30330 -2.25066 -1.67277
C7 1.24665 -0.39014 1.29233
C8 0.51416 -0.50672 -0.06696
C9 0.70502 -2.57874 -2.58478
C10 -1.83299 0.66693 -0.29615
C11 0.27730 1.85531 -0.34995
C12 -0.43150 0.67492 -0.28197
H1 -0.54062 -0.58244 2.46649
H2 -0.94908 -2.02931 0.47286
H3 0.17624 1.03553 2.69980
H4 1.62982 -2.81975 -2.21886
H5 -2.34633 4.01578 -0.56836
H6 1.21431 -0.45189 -0.95054
H7 -1.29576 -2.06602 -2.04736
H8 -3.55446 1.85581 -0.66473
H9 0.05161 4.02401 -0.36868
H10 -2.44562 -0.32178 -0.28753
H11 1.37465 1.80263 -0.23849
H12 0.93317 -0.44098 3.46337
H13 0.85508 -2.54015 0.28563
H14 0.40309 -2.48125 -3.55562

Force components x, y, z for each atom (eV/Å):
O 2.230 -1.286 -3.658
O 1.346 0.047 1.351
N -2.690 0.969 2.998
C -0.621 1.539 0.301
C -0.021 0.055 -1.002
C 1.146 -1.298 0.018
C 0.123 -1.261 -0.423
C 1.380 0.436 0.157
C 2.932 -0.707 -0.212
C -2.139 1.040 -0.667
C 0.978 -0.047 0.027
C -4.830 1.370 4.176
C -0.115 -2.628 -0.548
C -0.943 1.931 0.464
C 0.618 -1.088 0.703
H -0.569 -0.148 -0.017
H 0.868 -0.217 -0.581
H 0.324 -1.077 -0.261
H 2.394 -0.384 0.430
H -0.105 -0.393 0.304
H -0.173 0.142 1.273
H -0.269 0.241 -0.147
H -0.467 -0.150 0.183
H 0.282 0.283 0.035
H 1.359 1.741 0.027
H -0.704 0.218 -0.247
H -0.473 0.407 -1.017
H -1.757 0.572 -1.023
H -0.101 -0.306 -2.646

Output
**Total charge**: -1
**HOMO-LUMO gap**: 6.09 eV
**SMILES string**: C=CC[C@H](C(C)=[N+]([O-])[O-])c1ccccc1
**DFT total energy**: -670.77017 Ha
**ΔE to the lowest compared entry with this formula, charge and spin**: 585.1 kJ/mol

2.
DFT (wB97M-V/def2-TZVPD) results for C21H24BrF3N5O3PtS2 as an isolated structure at a distorted geometry.

Positions of all 60 atoms, in Å:
Pt1 0.45915 -0.22238 -0.70464
Br1 2.88566 7.04691 -0.30994
S1 1.91829 -1.32151 -2.23924
S2 -0.03390 -0.60281 2.13266
F1 -3.99050 -5.17652 0.27604
F2 -4.69952 -4.71413 -1.70992
F3 -5.46051 -3.61436 -0.00970
O1 4.11729 1.74764 0.11842
O2 -0.92509 1.43788 -0.43963
O3 2.22994 0.63120 -0.12053
N1 2.45878 -1.50986 1.74182
N2 0.16530 -2.03909 -4.36156
N3 -1.13576 -1.40060 -0.97063
N4 1.35870 -2.63999 3.26588
N5 0.28789 4.22795 1.16832
C1 3.43996 -2.47395 2.19237
C2 -2.00395 3.43138 -1.07785
C3 -4.35249 -4.16022 -0.53299
C4 0.20999 -3.26828 3.86056
C5 -3.38935 -1.84455 -0.33255
C6 2.14978 3.01434 0.28278
C7 2.11516 5.38076 0.17519
C8 2.60689 -3.37238 3.12372
C9 0.87875 5.35722 0.80190
C10 -1.76427 1.57739 -2.73532
C11 2.89489 1.72368 0.06822
C12 0.87057 -1.74046 -3.49139
C13 -0.99521 -2.69082 -1.32158
C14 -2.30874 -0.98863 -0.47047
C15 -2.02285 -3.59882 -1.20050
C16 -1.09609 2.29037 -1.54768
C17 0.90398 3.07500 0.89558
C18 0.23088 2.88276 -2.03905
C19 1.28650 -1.60963 2.37886
C20 -3.23857 -3.16629 -0.69391
C21 2.78032 4.19859 -0.07194
H1 0.95425 2.08546 -2.22542
H2 -1.56330 3.91346 -0.20422
H3 3.76229 4.16859 -0.52316
H4 3.85264 -3.03171 1.35112
H5 -0.02610 -2.97567 -1.69896
H6 0.08917 3.43645 -2.97190
H7 2.42248 -4.36154 2.68872
H8 -0.05482 -4.18918 3.32708
H9 -2.30678 0.05811 -0.17385
H10 -1.94530 2.27490 -3.55820
H11 0.65027 3.56887 -1.30059
H12 4.26507 -1.98859 2.71817
H13 0.37406 2.17067 1.15990
H14 2.63955 -0.72636 1.11087
H15 -1.86369 -4.62706 -1.49271
H16 3.08252 -3.51630 4.09613
H17 -1.13177 0.77103 -3.11513
H18 -2.73033 1.15919 -2.44181
H19 -0.62541 -2.57440 3.80813
H20 0.35732 6.28439 1.01457
H21 -2.14852 4.18084 -1.86241
H22 0.41088 -3.51537 4.90510
H23 -2.98252 3.03614 -0.79348
H24 -4.31382 -1.46973 0.08075

Force components x, y, z for each atom (eV/Å):
Pt -0.193 0.727 -1.079
Br 0.001 0.009 -0.003
S 0.004 -0.268 0.324
S -0.024 -0.197 0.320
F -0.008 0.003 0.006
F -0.001 0.008 0.002
F -0.006 0.001 0.002
O -0.080 0.001 0.056
O 0.169 -0.465 0.122
O 0.123 0.005 0.093
N -0.033 0.157 0.044
N -0.012 -0.070 0.040
N -0.156 -0.198 0.255
N 0.008 -0.035 0.009
N 0.135 -0.050 0.132
C 0.012 -0.051 -0.055
C -0.060 0.041 0.028
C -0.015 -0.015 -0.011
C 0.017 0.004 0.036
C 0.053 0.101 0.015
C 0.281 0.071 0.344
C -0.034 -0.034 -0.014
C 0.004 0.003 0.018
C 0.036 0.067 -0.057
C 0.026 -0.046 0.043
C 0.031 0.016 -0.132
C 0.092 0.195 -0.051
C 0.001 0.129 -0.091
C 0.068 0.055 -0.054
C -0.024 0.011 -0.001
C -0.008 -0.001 -0.159
C 0.133 0.000 0.470
C -0.085 0.232 -0.116
C -0.018 0.149 -0.059
C -0.014 -0.081 -0.039
C 0.046 -0.081 0.120
H 0.009 -0.009 -0.018
H -0.101 -0.039 -0.080
H 0.000 0.002 -0.004
H 0.034 0.018 0.014
H -0.045 -0.053 0.086
H -0.046 -0.025 -0.015
H -0.011 0.017 -0.036
H -0.007 0.004 0.001
H -0.065 0.010 -0.052
H 0.020 0.013 0.023
H -0.290 -0.094 -0.533
H -0.027 0.019 0.030
H 0.088 0.047 0.044
H -0.017 -0.111 -0.065
H -0.008 0.001 -0.004
H -0.001 -0.034 -0.008
H 0.008 -0.037 0.041
H -0.010 -0.051 0.054
H 0.001 0.004 -0.001
H -0.007 -0.006 -0.001
H 0.007 -0.029 -0.025
H 0.010 -0.003 -0.003
H -0.007 -0.023 -0.002
H -0.003 -0.015 -0.003

Output
**Total charge**: -1
**HOMO-LUMO gap**: 6.60 eV
**DFT total energy**: -5103.57286 Ha
**ΔE to the lowest compared entry with this formula, charge and spin**: 76.9 kJ/mol

3.
DFT (wB97M-V/def2-TZVPD) results for C4H7ClO in the gas phase at a distorted geometry.

Positions of all 13 atoms, in Å:
Cl1 -0.28590 0.55238 2.45430
O1 0.74808 0.33196 -1.32302
C1 0.83050 0.38244 1.09860
C2 -0.40933 1.13389 -0.97930
C3 0.02762 0.02135 -0.14388
C4 -0.51366 -1.38658 -0.21515
H1 1.33412 1.33251 0.94544
H2 -0.98315 -1.50422 -1.15677
H3 -1.09755 -1.65023 0.63335
H4 -0.27927 2.16103 -0.72164
H5 -1.25322 1.02948 -1.64121
H6 0.35334 -1.98337 -0.20124
H7 1.52842 -0.42063 1.25053

Force components x, y, z for each atom (eV/Å):
Cl -0.075 -0.042 0.546
O -0.053 0.983 -0.246
C -0.674 0.017 -1.055
C -0.347 -0.876 -0.577
C 0.442 0.041 0.364
C 0.279 1.617 0.417
H 0.097 -0.083 0.046
H -0.799 -0.318 -0.729
H -0.824 -0.177 0.499
H 0.626 0.512 0.464
H -0.187 -0.412 -0.217
H 1.110 -1.074 -0.053
H 0.406 -0.189 0.540

Output
**Total charge**: 0
**HOMO-LUMO gap**: 11.27 eV
**SMILES string**: C[C@]1(CCl)CO1
**DFT total energy**: -691.99967 Ha
**ΔE to the lowest compared entry with this formula, charge and spin**: 121.4 kJ/mol

4.
DFT (wB97M-V/def2-TZVPD) results for a 2-piece molecular cluster, C23H39N2O11P2S overall at a distorted geometry.

Positions of all 78 atoms, in Å:
S1 -4.33731 -1.43063 4.35656
P1 -2.15406 4.93228 1.18661
P2 -0.83553 0.66229 5.39517
O1 -3.38775 5.05962 0.15685
O2 -2.37974 6.19105 2.36470
O3 1.68461 0.98334 -3.97487
O4 4.10318 -2.90899 -5.22390
O5 3.33602 -4.66361 -6.47423
O6 -5.28819 -0.09211 0.15726
O7 -5.04195 -0.04714 4.07169
O8 -3.65183 -1.86567 0.08960
O9 0.38739 4.44639 3.22998
O10 -5.26941 -2.56136 3.80661
O11 -0.71193 5.15622 0.17608
N1 1.65735 -1.26000 -2.94123
N2 -1.47145 2.74305 3.22888
C1 -1.60235 1.29951 3.72965
C2 -2.46015 0.11960 2.91068
C3 -4.05927 -0.52619 0.54059
C4 -1.88358 -2.87615 -1.56556
C5 1.64574 -1.76135 -4.37417
C6 -1.66138 1.79969 6.74525
C7 -3.03234 2.05267 0.98353
C8 -2.17264 3.14574 1.91394
C9 3.46928 -5.07142 -7.83501
C10 -0.26368 -2.81394 -1.95352
C11 -2.64720 -1.42690 3.46547
C12 3.97390 -3.46908 -6.29990
C13 1.81912 0.43318 4.01386
C14 1.06571 0.83784 5.41168
C15 -2.21571 -1.94358 -0.21848
C16 -3.19072 0.49426 1.48565
C17 2.00642 0.23842 -2.91376
C18 4.52403 -2.98045 -7.60556
C19 2.72868 0.97948 -1.61078
C20 0.23805 -1.31025 -2.39837
C21 1.67932 3.76331 3.36620
C22 -0.68866 3.79085 3.98606
C23 3.75283 -3.80713 -8.60318
H1 2.50765 4.54668 3.01190
H2 -1.65353 -2.44062 0.69934
H3 4.28997 -5.79308 -7.90464
H4 3.88016 0.76735 -1.55868
H5 2.59884 2.13983 -1.77626
H6 2.61493 -1.35041 -4.90187
H7 0.70451 -1.39542 -4.99666
H8 -1.91353 1.18750 7.73310
H9 1.63690 -2.95295 -4.30757
H10 -1.80312 -1.78204 4.19396
H11 0.03397 -3.64506 -2.74423
H12 -4.21742 -1.50844 5.75717
H13 -0.51623 -0.94257 -3.23916
H14 -0.23219 3.44374 5.00423
H15 2.23293 -0.66062 3.97351
H16 1.46034 0.06618 6.23310
H17 1.13373 0.67560 3.07065
H18 4.29357 -3.98285 -9.53693
H19 -2.16438 -4.01511 -1.36380
H20 2.75296 1.16912 3.90619
H21 0.31337 -3.08531 -0.94516
H22 -3.54367 2.36345 -0.03190
H23 1.97661 3.45846 4.45510
H24 -1.76433 6.95563 2.08133
H25 -2.78396 -2.21648 2.58142
H26 -1.71265 -0.89986 -0.44147
H27 2.54500 -5.55253 -8.16797
H28 4.33521 -1.91265 -7.73811
H29 2.81030 -3.30235 -8.84779
H30 -0.99707 5.58971 -0.68834
H31 -1.47060 4.65010 4.26151
H32 2.16575 0.71168 -0.59700
H33 1.31965 1.90095 5.82901
H34 0.20945 -0.60814 -1.46019
H35 -0.86371 2.63594 6.97762
H36 1.70476 2.89683 2.58036
H37 -2.61673 2.30369 6.27102
H38 5.59612 -3.19258 -7.64351
H39 -2.52839 -2.53621 -2.50930

Force components x, y, z for each atom (eV/Å):
S -7.172 1.333 -3.674
P -3.850 2.893 -5.667
P -0.910 -0.528 0.072
O 4.671 -1.216 4.231
O 2.755 -1.701 -2.489
O 2.163 -4.164 6.180
O -0.242 -1.434 -1.540
O 0.153 0.744 0.626
O 8.643 -2.691 2.877
O 3.527 -4.203 1.428
O 0.620 4.313 1.180
O -1.094 -1.913 1.515
O 4.432 3.169 2.382
O -2.569 -0.039 2.122
N -0.974 2.453 -0.400
N -2.540 -3.729 -3.106
C -1.333 0.324 -2.662
C -0.025 2.752 -2.011
C -6.621 0.916 -2.576
C -0.180 -0.376 -0.508
C 0.181 -0.337 -0.714
C 0.594 1.004 -0.028
C 1.584 -1.206 3.424
C -0.535 -3.665 0.447
C -0.168 -0.639 -0.511
C 0.402 0.014 1.371
C 0.633 0.524 -0.431
C 0.565 0.723 1.796
C 0.463 1.349 -0.570
C 1.042 -0.015 0.763
C 2.462 -0.769 -0.796
C 2.594 2.825 2.054
C -1.531 2.938 -4.395
C -0.187 0.249 -0.435
C -0.840 0.291 -0.365
C -1.009 -0.502 0.230
C 1.600 0.537 -1.380
C 0.404 2.696 1.309
C -0.089 0.215 -0.911
H -2.007 -1.645 0.779
H -1.090 1.024 -1.844
H -0.070 0.051 0.037
H -2.386 0.035 -0.088
H 0.187 -2.468 0.150
H -2.165 -1.167 1.155
H 1.791 -0.629 1.397
H 0.570 1.305 -2.378
H 0.205 2.777 -0.328
H -1.647 0.910 -1.398
H -0.878 1.914 1.599
H 0.506 -0.191 -1.148
H 1.446 -0.390 1.762
H -1.174 -0.128 -2.116
H -1.121 2.123 0.213
H -1.188 1.709 -1.624
H 1.435 -0.766 2.015
H -0.129 -0.048 0.130
H 0.563 2.556 -0.282
H -1.984 -1.785 0.240
H -1.054 0.452 -2.204
H 1.193 -0.292 2.407
H -0.962 0.437 -1.998
H -1.206 -1.534 0.669
H 0.125 1.957 1.885
H -1.343 -1.891 0.637
H 0.148 -0.002 0.293
H 0.315 -0.122 0.263
H 0.144 -0.115 0.001
H -0.100 -0.798 1.565
H 1.706 -1.868 -0.843
H 1.402 0.268 -2.202
H -0.115 -1.916 -1.007
H -0.157 -1.263 -1.749
H -1.778 -1.486 -0.107
H 0.073 1.361 1.814
H 1.866 -1.136 1.123
H -0.051 0.146 0.112
H 1.313 -0.514 2.232

Output
**Total charge**: +1
**HOMO-LUMO gap**: 5.42 eV
**DFT total energy**: -2916.95989 Ha

5.
DFT (wB97M-V/def2-TZVPD) results for an isolated ion of composition C15H25N2 and charge +1 at a distorted geometry.

Positions of all 42 atoms, in Å:
N1 -0.33262 -0.78363 1.38087
N2 -0.05930 0.25329 -1.45027
C1 -1.48796 0.51823 -1.45193
C2 -1.36861 0.23215 1.03223
C3 0.82628 -1.14531 0.38249
C4 1.38908 -1.11626 3.18187
C5 2.11622 3.03007 -3.66369
C6 -1.98357 -1.95347 3.01758
C7 1.26149 3.44047 -2.59754
C8 1.47145 0.72248 -3.17137
C9 0.70206 1.11505 -2.07041
C10 0.56162 2.47840 -1.87750
C11 -2.23848 0.00199 -0.22191
C12 -1.04822 -2.06073 1.79167
C13 2.26127 1.63914 -3.88059
C14 0.40225 -0.17213 2.48510
C15 0.44181 -1.11048 -1.12899
H1 -0.18583 -2.79882 1.85279
H2 0.94376 4.50517 -2.57301
H3 -1.72510 -2.31650 1.04122
H4 -1.39077 -2.06145 3.84724
H5 -0.18445 0.41022 3.17180
H6 -0.01490 3.00678 -1.09361
H7 -2.00730 0.01076 -2.27774
H8 1.45144 -0.27297 -3.56684
H9 1.34033 -1.26144 -1.66253
H10 -2.36614 -1.06589 -0.28723
H11 -2.44531 -1.02151 3.14129
H12 0.99800 -2.12787 3.52738
H13 1.32485 -2.14036 0.61057
H14 2.18558 -1.29441 2.56591
H15 2.75866 3.57513 -4.38184
H16 1.58266 -0.45545 0.29043
H17 -1.67327 1.53548 -1.47086
H18 -0.81128 1.15177 0.86850
H19 -2.74410 -2.81021 2.97223
H20 0.92412 0.77711 2.13334
H21 -0.28465 -1.82194 -1.44579
H22 -2.00782 0.20369 1.91029
H23 1.86601 -0.59408 3.98789
H24 2.76586 1.32842 -4.83109
H25 -3.21511 0.44913 -0.08795

Force components x, y, z for each atom (eV/Å):
N 1.057 -0.694 -0.649
N -2.745 -3.713 3.265
C -0.875 -2.741 0.301
C -0.727 0.559 -1.251
C -2.056 -2.594 -2.092
C -1.966 -0.361 1.102
C 0.601 -1.442 0.437
C 0.014 -2.236 -1.656
C 0.437 0.258 -2.709
C 1.257 0.869 -0.421
C 2.358 2.715 -3.403
C 0.548 2.414 1.070
C 1.967 -0.679 0.913
C 1.316 -0.318 1.077
C -1.058 0.553 -0.735
C 2.056 1.614 1.514
C -1.785 1.772 1.006
H -1.693 0.541 0.285
H 0.579 -0.824 0.542
H -0.312 -0.507 -1.897
H 1.173 -0.536 2.391
H -1.367 -0.852 0.651
H -0.170 -1.201 -0.231
H 0.307 0.424 -0.448
H -0.055 -0.585 0.231
H 0.959 -0.374 -0.541
H -0.462 -0.443 -0.311
H -1.035 1.114 -0.164
H 0.234 1.546 -0.258
H -1.105 1.162 0.223
H 1.989 -0.748 -1.832
H -0.941 0.629 0.945
H 1.497 2.158 1.302
H -0.032 2.017 -0.516
H -0.232 0.281 0.488
H 1.085 1.405 0.072
H 0.023 -1.591 -0.469
H -0.535 -0.830 -0.132
H 0.224 0.735 -0.089
H -0.207 0.218 0.815
H -0.241 0.090 1.243
H -0.082 0.195 -0.070

Output
**Total charge**: +1
**HOMO-LUMO gap**: 8.42 eV
**SMILES string**: CC[N+]1(CC)CCCN(c2ccccc2)CC1
**DFT total energy**: -695.72678 Ha
**ΔE to the lowest compared entry with this formula, charge and spin**: 205.2 kJ/mol

So what do the calculations give for HOMO? Going down the list: -2.84, -4.46, -10.33, -11.13, -10.71 eV.